126
Properties=species:S:1:pos:R:3:forces:R:3 method="wB97M-V/def2-TZVPD" energy_ha=-3182.15298 charge=+1 gap_ha=0.247 e_homo_ev=-9.12
H 1.242 4.741 -1.294 0.03 0.02 0.04
H 1.685 -4.300 4.514 -0.01 0.00 -0.03
H 5.866 -0.180 0.716 0.00 0.01 0.01
H 1.830 3.764 0.067 -0.09 0.10 -0.10
C -1.723 -4.129 6.312 -0.01 -0.02 0.07
C -2.164 2.223 -2.037 -0.02 -0.17 0.25
H -4.004 2.100 2.022 0.00 -0.01 0.01
N 1.642 -0.431 -0.160 -0.19 -0.34 -0.56
C 0.150 -2.480 1.036 0.00 -0.41 0.29
H -6.795 -2.305 -5.846 0.00 -0.02 0.00
H -5.444 -0.240 -5.858 0.02 -0.01 0.00
H -0.326 -5.358 2.571 -0.02 0.04 0.00
C 0.626 2.074 -2.862 0.14 0.00 0.15
H -6.407 1.889 1.436 0.01 -0.02 0.04
H -2.357 1.374 -2.694 -0.05 -0.05 -0.07
C -4.316 1.440 1.221 0.07 0.04 0.09
N -1.441 -1.052 -0.714 0.41 -0.23 -0.29
C -5.088 -0.241 -0.845 0.12 0.06 -0.02
H -2.222 3.130 -2.639 0.08 -0.02 0.04
H -1.327 5.659 -0.010 0.00 0.02 -0.01
C 5.465 -0.154 -2.648 -0.01 0.05 0.06
H -2.408 4.378 -0.567 0.00 0.05 -0.03
C -0.042 -0.289 5.111 0.00 -0.02 -0.11
H -4.412 -3.835 -2.632 -0.05 -0.02 -0.01
H 1.037 5.321 0.355 0.02 -0.01 0.05
H 2.683 2.108 -3.564 -0.01 -0.01 -0.01
C 5.133 -0.263 -1.298 0.09 0.01 -0.06
C -3.732 -0.112 -0.540 -0.14 0.12 0.13
C -1.526 -3.412 5.143 0.03 0.06 -0.06
H -1.764 -4.392 -3.168 0.00 0.03 0.03
H -1.220 5.086 -1.676 -0.07 0.01 0.00
C -0.249 -1.405 2.885 -0.02 -0.25 0.23
H 8.190 0.316 0.039 -0.01 0.01 0.00
P 0.577 -2.886 -0.707 0.00 0.00 0.05
H 4.513 2.332 -0.679 0.04 -0.01 -0.03
N -0.104 -1.272 1.536 0.09 0.01 -0.35
C -5.680 -3.208 -4.249 -0.06 -0.09 0.01
C 3.582 -2.736 -2.125 0.07 -0.13 -0.13
C 1.027 4.421 -0.273 -0.09 -0.14 0.03
H 0.081 0.758 6.969 0.01 0.00 -0.01
C -0.796 1.973 5.432 0.02 -0.06 0.01
C -0.228 0.809 5.933 0.02 0.01 0.03
H -2.976 2.267 -1.316 -0.03 0.04 -0.06
H -0.237 -3.546 -3.481 0.00 0.05 -0.01
C 1.803 -1.564 -0.831 0.34 0.02 -0.01
C 4.190 3.521 1.067 0.09 -0.02 0.01
H -1.277 0.987 2.232 0.04 0.00 0.22
H 0.435 -1.172 5.509 0.00 -0.09 0.03
C 3.982 2.417 0.259 0.00 -0.08 0.02
C -0.638 3.413 1.281 0.04 0.02 -0.35
H 3.120 -3.669 -1.808 -0.01 0.02 0.02
H -0.940 2.829 6.077 -0.01 0.00 0.00
C 0.095 3.075 -3.896 -0.03 -0.04 0.07
H 2.288 3.435 -2.476 0.03 -0.02 0.00
H -1.649 3.003 1.388 0.02 0.05 0.00
C 7.746 0.312 -2.060 0.01 0.00 0.01
H 8.759 0.550 -2.354 0.00 -0.02 0.01
C 3.487 3.663 2.256 0.03 -0.03 0.04
C 0.505 0.668 -3.471 -0.11 0.06 0.08
C 2.362 1.585 1.830 0.08 -0.13 -0.09
C 6.766 0.137 -3.026 -0.01 0.00 -0.05
H -2.317 -2.790 4.744 0.00 -0.01 -0.02
C -0.344 3.743 -0.188 0.03 0.06 0.00
C 2.115 2.376 -2.664 -0.10 -0.02 -0.01
H -6.279 -4.110 -4.233 0.03 0.00 -0.02
H 1.321 -5.582 6.583 0.00 0.00 -0.01
C -2.697 -0.882 -1.242 -0.03 -0.14 -0.27
H -3.597 0.042 -4.250 0.03 0.02 0.04
C -0.441 -0.248 3.772 -0.07 0.19 0.10
C 6.123 -0.095 -0.332 -0.09 -0.05 -0.01
H -2.675 -4.074 6.823 0.00 0.01 -0.01
H 4.693 -0.269 -3.400 0.00 0.04 -0.01
H -0.538 0.412 -3.684 0.03 -0.04 0.01
C 3.738 -0.522 -0.915 -0.17 0.19 0.14
C 2.843 0.223 -0.164 0.16 -0.13 -0.10
N 3.057 -1.643 -1.327 -0.16 0.01 0.18
H 2.528 1.825 -1.825 0.07 -0.03 -0.07
C -0.303 -3.479 4.476 -0.02 -0.04 0.06
C -0.989 0.933 3.274 -0.02 -0.30 0.06
H -1.705 -3.111 -4.383 0.05 0.04 0.01
C -3.884 -1.883 -3.341 -0.06 -0.12 -0.02
H -2.315 0.826 0.743 -0.14 0.07 -0.02
H -0.863 -5.484 7.735 0.01 0.02 0.01
H 4.898 4.280 0.760 -0.02 0.01 0.00
H 0.905 -0.090 -2.792 0.08 -0.09 0.00
N -1.638 -2.428 -2.419 0.05 0.05 0.11
C -1.316 -3.430 -3.418 -0.04 -0.20 -0.08
C -2.807 -1.708 -2.350 -0.07 0.23 0.23
C -6.039 0.470 -0.129 -0.04 0.00 0.01
H 3.648 4.532 2.880 0.00 -0.01 0.01
C 0.719 -4.266 5.004 0.04 0.06 0.03
C -1.164 2.032 4.097 -0.08 0.12 0.05
H 0.086 -5.131 0.864 -0.03 0.03 -0.01
H 7.010 0.242 -4.075 0.01 -0.02 0.01
C -4.175 -0.873 -4.255 0.02 0.01 0.04
H 0.029 4.082 -3.476 0.00 0.02 -0.06
H -0.891 2.794 -4.268 0.03 0.06 -0.01
C -5.974 -2.195 -5.151 0.04 0.06 -0.02
C 3.065 1.434 0.635 0.05 0.14 0.11
Si -0.442 2.069 -1.199 -0.17 -0.04 0.12
C 0.519 -4.981 6.175 0.01 -0.02 0.00
H 4.657 -2.805 -1.984 0.00 0.03 0.03
C -1.392 4.768 -0.645 0.11 -0.07 -0.01
H -0.573 4.317 1.898 -0.01 0.03 0.01
C -3.368 0.722 0.518 -0.01 -0.22 -0.13
C -0.703 -4.918 6.827 -0.03 0.00 -0.01
N 0.140 -3.400 2.028 -0.06 0.26 -0.03
Be -0.104 -0.082 0.091 -0.18 1.05 0.10
H 1.063 0.610 -4.414 -0.02 0.00 0.00
C -5.660 1.321 0.898 -0.02 -0.01 -0.05
C -4.636 -3.057 -3.352 0.07 0.08 0.04
H 0.771 3.116 -4.757 0.02 0.01 0.01
C -5.215 -1.033 -5.158 -0.07 0.01 -0.01
H -7.087 0.348 -0.370 0.01 0.03 -0.04
H 2.023 2.792 3.563 -0.04 0.00 -0.01
H 0.069 2.680 1.673 -0.08 0.16 -0.04
C -0.122 -2.746 3.212 0.01 0.18 -0.14
H 1.358 -5.120 2.091 0.00 0.04 0.02
C 7.424 0.188 -0.715 0.06 0.03 0.03
H 3.374 -2.578 -3.183 0.02 0.03 0.02
C 0.329 -4.834 1.880 0.05 -0.19 0.00
H -5.416 -0.891 -1.641 0.00 -0.07 -0.05
C 2.573 2.692 2.636 0.04 0.05 0.08
H -1.589 2.943 3.693 0.02 -0.06 0.03
C -0.853 -2.025 -1.399 -0.23 0.01 -0.14
H 1.654 0.821 2.133 0.03 0.02 0.03

154
Properties=species:S:1:pos:R:3:forces:R:3 method="wB97M-V/def2-TZVPD" energy_ha=-6983.45373 spin_multiplicity=5 charge=-2 gap_ha="0.159 / 0.174" e_homo_ev="-0.49 / -0.89" s2=6.019
H 1.035 -3.757 4.554 0.04 0.07 0.10
C 0.488 -1.048 4.704 -0.02 0.11 -0.06
C 2.012 -3.408 -0.220 -0.07 -0.15 0.08
H -0.612 -7.015 2.323 -0.01 0.03 0.00
H -1.261 1.261 -3.018 0.04 0.04 0.03
H -0.353 -6.107 -0.684 -0.10 -0.05 0.06
H -5.366 -1.379 -0.659 0.03 0.02 -0.07
H -0.590 5.439 -7.109 -0.01 0.01 -0.01
C 4.263 -3.081 0.564 0.03 0.05 -0.01
C 3.549 5.348 -0.108 0.11 0.20 0.14
C -2.195 1.805 -2.952 -0.01 -0.13 -0.08
C -2.822 -3.932 -0.407 0.00 -0.04 -0.08
C -3.195 -1.903 -3.317 -0.02 0.04 -0.01
H 3.218 -0.436 -1.300 -0.03 -0.02 0.07
H 2.990 2.067 5.655 -0.07 0.06 -0.01
H 1.408 0.526 5.824 0.02 -0.05 -0.12
H 2.569 3.023 1.999 0.03 -0.15 0.08
H 2.604 3.784 5.439 -0.01 -0.05 0.01
H -0.893 -3.383 6.879 -0.01 0.05 -0.04
C -1.910 -4.288 0.583 -0.09 -0.02 -0.10
H 2.068 -4.915 -6.161 0.01 -0.02 0.01
H 5.115 -3.424 1.139 -0.02 0.01 -0.04
H -2.959 -7.444 1.610 -0.02 0.07 0.02
C -2.158 2.874 0.588 -0.03 -0.21 -0.37
C 1.699 2.531 3.948 -0.10 0.01 -0.20
H 0.403 -0.663 7.504 0.08 -0.06 -0.05
C 0.043 -0.597 2.338 -0.32 -0.31 -0.41
N -1.736 2.257 -0.606 -0.57 0.44 -0.24
C 1.230 3.498 -5.004 -0.07 0.11 -0.08
C -4.703 2.949 -2.778 0.22 -0.05 0.06
C -3.000 1.902 -4.073 0.08 0.01 0.13
C -1.195 -1.962 0.675 0.38 0.39 0.64
H -3.009 5.908 1.912 0.01 0.01 -0.01
H -4.210 -0.231 -1.371 -0.01 -0.05 0.02
C 0.598 0.704 2.568 -0.02 0.05 -0.57
H 0.285 -5.589 1.775 -0.12 -0.04 0.06
C 1.373 6.252 0.393 0.06 -0.02 -0.01
Fe -0.259 0.607 -0.422 -1.39 0.71 0.08
H -3.372 -5.901 2.395 0.01 -0.01 -0.10
C 0.788 5.286 -0.412 -0.05 -0.14 -0.09
C 1.034 0.220 4.856 -0.06 -0.03 0.22
H -3.455 -4.709 -0.824 0.03 0.05 0.04
C 0.610 -4.453 -4.662 -0.22 0.03 0.16
H -2.643 1.493 -5.014 0.03 -0.01 0.04
H -4.298 3.202 -0.698 -0.02 0.02 0.02
H 3.446 1.757 2.871 -0.03 0.08 0.01
H 1.384 2.689 6.103 0.07 -0.02 -0.03
H -3.904 -1.597 -4.099 0.08 -0.05 0.09
C 1.420 -3.238 5.437 0.02 -0.05 -0.03
C -2.583 2.333 -1.694 0.15 0.09 0.67
N -0.418 -0.859 1.069 -0.14 -0.53 0.66
C -0.914 -2.613 6.098 -0.04 0.01 0.02
H -0.659 -3.748 -3.051 0.07 -0.01 -0.06
H 2.064 2.810 -5.024 0.03 -0.01 -0.02
H 1.512 -3.965 6.256 -0.03 0.04 -0.07
H -2.125 1.050 1.712 0.02 0.09 -0.01
H -4.883 2.577 -4.900 0.01 -0.03 0.02
C 0.653 3.619 3.641 0.01 0.01 0.04
H -3.862 -6.203 0.721 0.07 -0.01 0.06
H -0.058 -5.252 -4.959 -0.02 0.00 0.06
H 3.079 -4.816 1.000 -0.04 0.04 -0.01
C 5.634 2.218 -2.575 -0.01 0.13 0.09
C -0.704 -5.951 2.080 0.07 0.02 0.00
H -1.038 -7.597 0.011 -0.02 0.08 -0.04
H 2.968 -1.577 -3.618 -0.03 -0.08 -0.01
C 1.030 -1.489 7.151 0.03 0.01 0.10
H 3.209 7.011 1.202 0.02 0.00 0.01
C 4.309 -1.858 -0.091 -0.01 0.07 -0.04
C -3.901 2.865 -1.646 -0.01 0.06 -0.22
C -0.904 5.269 -4.989 0.06 -0.02 -0.04
H 5.204 -1.248 -0.043 -0.04 0.01 0.01
C -3.064 -6.362 1.450 -0.07 -0.07 0.04
H -1.000 -5.417 2.988 0.06 -0.02 -0.06
H 1.312 3.855 -7.120 0.03 -0.01 -0.03
C 2.753 6.273 0.554 0.08 -0.04 -0.05
C 1.086 1.129 3.787 -0.05 -0.04 0.06
C -2.806 4.842 1.881 0.03 -0.11 -0.01
S 0.625 -1.651 -1.788 0.44 0.63 -0.36
C 5.077 3.211 -1.777 0.25 -0.07 -0.05
H -2.519 -1.069 -3.126 -0.01 -0.01 0.03
H -1.029 4.862 -2.892 0.00 -0.02 -0.04
C 1.113 -2.581 -3.250 -0.10 -0.23 0.26
H -0.168 3.578 4.364 0.07 0.02 -0.05
C 3.205 -1.400 -0.800 0.23 0.28 -0.04
H 1.121 4.611 3.700 -0.04 -0.09 0.02
H 2.151 1.893 0.114 0.22 0.13 0.45
C -2.058 -1.640 -0.423 -0.01 0.86 -0.23
C 0.808 4.092 -6.190 -0.08 0.02 0.09
O -1.954 -0.418 -0.915 -0.73 -1.60 -0.30
H 3.582 -3.079 -5.496 0.00 0.01 0.02
H -1.346 -3.055 5.196 0.05 0.04 0.08
C 0.267 -3.609 -3.606 -0.28 -0.35 -0.19
C -4.822 -1.110 -1.573 0.00 0.06 -0.10
C -0.259 4.980 -6.186 0.07 -0.01 0.05
H 3.592 3.456 3.373 -0.06 -0.02 0.00
H -0.388 -3.517 1.892 0.02 -0.03 -0.05
C 1.478 1.086 0.419 1.14 0.23 -0.75
H -2.775 2.095 3.854 0.05 0.02 -0.06
C -4.862 -3.466 -2.356 -0.05 -0.04 -0.07
C 1.582 4.358 -1.074 -0.19 -0.04 0.04
C 0.500 -2.073 5.842 -0.02 -0.03 -0.10
H -0.289 5.243 -0.507 0.02 -0.05 0.05
H 6.710 2.099 -2.615 0.03 0.01 0.02
C 2.877 2.522 -2.462 -0.16 -0.25 -0.08
C -0.021 -1.436 3.463 0.08 0.03 0.09
H 2.419 -2.861 5.192 -0.09 -0.04 0.03
H -5.703 3.364 -2.683 0.00 0.01 0.02
H -0.487 -2.403 3.360 0.05 0.02 0.06
H 0.752 6.973 0.912 -0.01 -0.02 0.02
C -2.922 4.080 3.041 -0.02 0.04 -0.13
H -1.577 -1.804 6.423 0.05 -0.07 -0.04
C -2.300 2.122 1.765 -0.07 -0.04 0.10
C -1.737 -5.761 0.967 -0.01 0.06 -0.04
H -1.744 5.951 -4.978 -0.05 -0.01 0.02
H -5.432 -3.788 -1.478 0.05 0.00 -0.08
H -5.574 -3.156 -3.131 0.04 -0.03 0.06
C -2.674 2.715 2.966 0.05 -0.11 -0.15
C -1.122 -3.276 1.137 0.10 0.18 -0.07
H -4.301 -4.325 -2.745 -0.08 0.08 0.05
C -2.439 4.249 0.680 0.00 0.00 0.05
C -0.488 4.665 -3.813 -0.03 0.01 0.03
H 5.256 0.601 -3.939 -0.01 0.01 0.00
C 3.439 1.524 -3.253 -0.20 0.02 0.08
C 4.818 1.377 -3.321 0.00 0.01 0.03
C 1.800 -4.265 -5.337 0.02 0.02 -0.07
H 2.077 0.234 0.739 0.14 0.05 0.31
H 2.788 0.852 -3.800 0.00 -0.02 0.03
As 0.970 2.821 -2.116 0.19 0.19 -0.42
H -2.615 -2.758 -3.691 -0.09 0.09 0.02
H -2.025 -6.563 -1.044 0.08 0.04 0.04
H -5.552 -0.848 -2.352 0.07 -0.06 0.08
C -4.259 2.497 -4.017 -0.09 0.06 0.08
C -2.934 -2.630 -0.919 0.06 -0.12 -0.08
C -3.944 -2.288 -2.030 0.20 0.06 0.18
H 4.624 5.370 0.026 0.02 0.02 0.02
H 1.030 -2.268 7.921 -0.01 0.04 -0.01
C 2.308 -2.386 -3.919 0.31 0.17 -0.31
O 0.854 -0.188 -2.134 0.12 -1.17 -0.71
H 0.227 3.498 2.645 0.06 -0.02 0.07
C 2.197 2.770 5.375 0.04 -0.03 0.08
H 1.105 -4.003 -0.291 0.05 0.04 0.11
C 3.116 -3.858 0.495 -0.16 -0.09 -0.06
C 2.970 4.394 -0.932 0.16 -0.19 -0.18
C 2.065 -2.174 -0.848 -0.05 -0.19 0.04
H -2.385 4.844 -0.227 -0.01 0.00 0.05
H -3.203 4.541 3.982 0.00 0.01 -0.02
O 0.615 1.552 1.482 0.29 0.28 1.23
C -1.259 -6.555 -0.262 0.02 -0.07 -0.03
C 0.592 3.785 -3.802 -0.03 0.09 0.00
C 3.699 3.370 -1.721 -0.14 0.24 0.17
H 2.056 -1.125 7.041 -0.11 -0.03 0.02
C 2.900 2.697 2.988 -0.04 0.09 -0.05
H 5.723 3.861 -1.200 0.03 -0.01 0.01
C 2.649 -3.229 -4.967 0.09 0.26 0.10

21
Properties=species:S:1:pos:R:3:forces:R:3 method="wB97M-V/def2-TZVPD" energy_ha=-457.62204 spin_multiplicity=3 charge=+1 gap_ha="0.245 / 0.204" e_homo_ev="-9.61 / -13.01" s2=2.007
N -0.648 1.513 1.388 0.81 3.13 4.88
H 2.110 -2.916 -1.416 -0.87 -2.62 0.92
H 1.705 -0.680 1.241 0.66 -0.23 0.72
H -1.828 -1.702 -1.103 1.41 0.08 -0.11
H -0.468 -2.501 -2.106 -0.08 -0.13 -0.62
H 0.753 1.351 2.987 0.19 0.35 0.47
C -0.748 -1.753 -1.396 -1.64 -0.98 -0.25
H -2.547 2.128 2.046 1.01 0.87 -1.04
C -0.883 0.825 0.254 -3.64 0.84 -2.19
C -1.525 2.580 1.797 -1.30 -1.09 0.18
O 1.523 -0.943 -0.997 1.41 -2.17 -1.91
C 0.212 -1.079 -0.828 0.31 2.08 1.69
H 3.289 -1.669 -1.579 -0.13 -0.34 0.56
H -1.540 1.089 -0.519 -0.48 0.49 -0.81
H 2.300 -1.855 -2.858 -1.40 -0.05 0.56
N 0.007 -0.139 0.227 2.86 -4.74 -0.67
H -1.232 2.997 2.718 0.81 0.43 1.10
C 0.408 1.004 2.045 -1.26 1.12 -0.07
H -1.457 3.364 1.049 -0.73 0.01 -0.19
C 0.858 -0.045 1.284 -0.22 -0.84 -1.94
C 2.247 -1.966 -1.753 2.28 3.79 -1.30

17
Properties=species:S:1:pos:R:3:forces:R:3 method="wB97M-V/def2-TZVPD" energy_ha=-326.09065 smiles="C=CNC.O.O" gap_ha=0.312 e_homo_ev=-8.04
C -1.226 -0.203 1.904 -0.46 0.35 -0.75
H 1.069 1.451 -2.193 0.00 -0.05 0.14
C 0.595 -1.710 1.346 -0.97 -0.60 -1.14
N -0.594 -0.942 0.901 0.84 0.10 0.45
H -0.085 -0.353 -3.906 0.07 -0.08 0.26
H -0.322 -0.345 0.134 -0.10 0.20 -0.07
H 0.595 -1.788 2.422 0.42 0.21 0.27
H 1.351 -0.223 -4.351 -0.05 -0.12 0.43
H -2.182 1.533 2.569 0.36 -0.26 0.11
H 1.024 2.858 -1.570 0.00 -0.02 -0.01
H 0.495 -2.724 0.948 0.18 -0.07 0.10
O 1.129 1.927 -1.351 -0.04 -0.11 -0.14
C -1.445 1.107 1.884 -0.68 0.65 0.79
H -1.717 -0.794 2.662 0.04 -0.25 0.20
O 0.816 -0.372 -3.553 -0.02 0.33 -0.64
H -0.993 1.864 1.264 0.23 -0.37 -0.60
H 1.489 -1.285 0.890 0.18 0.09 0.59

50
Properties=species:S:1:pos:R:3:forces:R:3 method="wB97M-V/def2-TZVPD" energy_ha=-2218.08121 smiles="O=C(c1c(F)cccc1Cl)N1CCN(S(=O)(=O)c2ccc3c(c2)OCCCO3)CC1" gap_ha=0.343 e_homo_ev=-8.87
H -3.998 3.521 -1.738 -0.03 0.08 -0.06
C -2.158 1.371 0.088 -0.33 -0.05 -0.14
C 2.144 3.534 -0.186 0.31 -0.37 0.06
C 3.092 0.918 0.771 -0.01 0.05 0.03
H -5.654 1.684 -1.489 -0.11 -0.01 -0.04
C -4.319 0.480 -0.343 0.28 0.17 -0.06
H 2.951 3.508 -2.201 0.05 -0.05 0.14
C 3.084 2.980 -1.255 -0.01 0.59 0.05
H 0.218 -3.798 1.605 -0.12 0.06 0.15
H 0.056 -2.019 1.562 -0.08 -0.07 0.01
H 3.298 4.056 1.583 -0.12 -0.06 -0.02
Cl -0.589 1.210 0.799 0.18 0.08 0.08
H 4.130 3.073 -0.938 -0.11 -0.02 -0.13
O -2.777 -0.725 2.335 0.02 0.11 0.18
H -2.599 -1.312 -1.472 0.05 -0.12 0.02
H -2.169 -4.019 0.900 0.00 0.00 0.03
C -0.589 -2.026 -1.102 -0.35 0.32 -0.54
S 1.698 -3.195 -0.596 -0.33 -0.06 0.03
C 2.354 -1.615 -0.071 -0.19 -0.57 -0.25
O 3.552 2.117 1.269 0.20 -0.46 -0.24
O 1.840 -3.334 -2.013 -0.03 0.38 -0.06
H 2.146 -0.758 -2.011 -0.04 0.06 -0.17
C -0.287 -2.966 1.115 -0.17 -0.15 0.63
H -0.245 -1.016 -0.829 -0.10 -0.08 -0.05
C 2.765 0.706 -0.580 -0.04 -0.22 0.12
O 2.780 1.632 -1.571 0.01 -0.31 0.03
C -2.730 -0.844 1.129 -0.31 0.05 -0.14
C 2.696 -1.422 1.253 0.07 -0.01 0.19
H 3.344 0.042 2.683 0.04 0.04 0.09
H -2.091 -2.930 2.319 0.06 -0.09 -0.14
H -2.472 -3.075 -1.258 -0.03 0.08 -0.05
H 1.846 3.082 1.921 0.13 0.03 -0.03
C -2.481 2.514 -0.625 0.11 -0.03 0.06
H 2.686 -2.257 1.934 0.02 -0.06 0.15
C -1.806 -3.060 1.274 0.28 -0.04 0.30
C -2.107 -2.105 -0.909 0.37 0.08 -0.31
C 2.384 -0.577 -0.976 0.13 0.29 -0.08
H 2.031 4.611 -0.304 -0.03 0.04 -0.01
F -5.211 -0.519 -0.224 0.08 0.04 0.04
H 1.166 3.069 -0.327 0.01 0.10 -0.06
O 2.180 -4.234 0.261 0.01 0.24 0.31
C -3.740 2.630 -1.189 0.03 -0.10 0.05
H -1.756 3.305 -0.729 0.09 0.06 0.00
N 0.053 -3.034 -0.290 0.94 -0.37 -0.30
H -0.312 -2.229 -2.137 -0.14 0.14 -0.03
N -2.409 -1.995 0.499 -0.10 -0.20 0.03
C 3.062 -0.153 1.660 -0.08 0.03 -0.14
C -3.067 0.329 0.239 -0.18 0.14 0.14
C -4.669 1.612 -1.056 -0.05 -0.18 0.08
C 2.681 3.229 1.221 -0.38 0.41 0.03

11
Properties=species:S:1:pos:R:3:forces:R:3 method="wB97M-V/def2-TZVPD" energy_ha=-650.83282 spin_multiplicity=2 charge=+2 gap_ha="0.337 / 0.187" e_homo_ev="-18.58 / -18.53" s2=0.755
O -0.704 1.542 0.673 -2.67 -0.28 1.09
O -1.147 -2.341 -1.692 0.51 0.60 0.14
C 1.092 1.791 -0.835 -0.79 -0.13 -2.15
In 0.469 -1.452 2.696 0.94 -0.05 0.70
C -0.095 1.669 -0.515 2.29 -0.21 1.75
Li 0.062 -0.654 -1.294 -0.24 -0.04 -0.19
O 0.740 0.791 2.147 -1.79 -0.82 3.09
C -0.229 0.496 1.412 4.54 4.14 -4.17
H 1.909 1.929 -1.527 -0.01 0.15 0.26
O -0.183 -0.628 0.840 -2.40 -2.93 -0.37
C -1.916 -3.143 -1.904 -0.39 -0.43 -0.15